{"formula": "C45H78F18N2O15", "method": "wB97M-V/def2-TZVPD", "smiles": "CCOC(=O)C(F)(F)F.CCOC(=O)C(F)(F)F.CCOC(=O)C(F)(F)F.CCOC(=O)C(F)(F)F.CCOC(=O)C(F)(F)F.CCOC(=O)C(F)(F)F.CCN(CC)CC.CCN(CC)CC.CC(C)=O.CC(C)=O.CC(C)=O", "orbital_gap_ev": 9.028, "max_force_ev_per_a": 5.163, "molar_mass_g_mol": 1229.1, "homo_ev": -8.474, "energy_ev": -130534.7091, "species": ["C", "C", "O", "C", "O", "C", "F", "F", "F", "H", "H", "H", "H", "H", "C", "C", "O", "C", "O", "C", "F", "F", "F", "H", "H", "H", "H", "H", "C", "C", "O", "C", "O", "C", "F", "F", "F", "H", "H", "H", "H", "H", "C", "C", "O", "C", "O", "C", "F", "F", "F", "H", "H", "H", "H", "H", "C", "C", "O", "C", "O", "C", "F", "F", "F", "H", "H", "H", "H", "H", "C", "C", "O", "C", "O", "C", "F", "F", "F", "H", "H", "H", "H", "H", "C", "C", "N", "C", "C", "C", "C", "H", "H", "H", "H", "H", "H", "H", "H", "H", "H", "H", "H", "H", "H", "H", "C", "C", "N", "C", "C", "C", "C", "H", "H", "H", "H", "H", "H", "H", "H", "H", "H", "H", "H", "H", "H", "H", "C", "C", "C", "O", "H", "H", "H", "H", "H", "H", "C", "C", "C", "O", "H", "H", "H", "H", "H", "H", "C", "C", "C", "O", "H", "H", "H", "H", "H", "H"], "positions_angstrom": [[-0.7078, -6.9134, 1.5232], [0.2167, -5.6239, 1.7310], [-0.5360, -4.4679, 1.6583], [-0.9031, -3.9019, 2.8240], [-0.6880, -4.3231, 3.9615], [-1.6672, -2.5879, 2.5928], [-1.8406, -2.3495, 1.2819], [-2.9236, -2.7152, 3.1087], [-1.0561, -1.5925, 3.1967], [-1.4467, -6.8350, 0.7257], [-1.3514, -7.0311, 2.3950], [-0.0666, -7.7946, 1.5001], [0.7592, -5.5212, 0.7912], [0.9003, -5.7535, 2.5701], [-9.4486, 2.7870, 2.4080], [-8.1280, 3.2811, 1.9964], [-7.7354, 4.3908, 2.6909], [-6.4309, 4.7208, 2.6841], [-5.4868, 3.9740, 2.3599], [-6.0750, 6.1016, 3.3190], [-5.8709, 5.9742, 4.6422], [-4.8569, 6.5079, 2.8155], [-6.9893, 7.0494, 3.0870], [-9.6897, 1.9279, 1.7819], [-10.1437, 3.5424, 2.0415], [-9.4668, 2.6125, 3.4838], [-8.0795, 3.3410, 0.9091], [-7.4508, 2.4968, 2.3345], [1.7385, 4.1539, -2.4260], [2.7662, 3.4224, -1.6321], [2.4557, 3.9027, -0.3508], [3.3913, 3.9573, 0.6270], [4.5301, 3.5716, 0.4926], [2.8856, 4.4079, 1.9986], [3.7077, 5.1079, 2.7475], [1.6868, 4.9458, 1.9330], [2.6260, 3.2599, 2.7001], [2.0131, 3.8500, -3.4361], [1.8179, 5.2248, -2.2391], [0.7355, 3.8346, -2.1428], [3.8002, 3.5399, -1.9565], [2.6448, 2.3395, -1.6575], [-2.7975, 4.9505, 0.1205], [-2.6530, 3.6548, -0.7460], [-3.0909, 2.4204, -0.2715], [-4.2944, 1.9795, -0.4052], [-5.1939, 2.5922, -0.9779], [-4.5124, 0.5943, 0.2805], [-5.7869, 0.4651, 0.6986], [-4.2348, -0.4078, -0.6530], [-3.6812, 0.3166, 1.3563], [-3.7627, 5.4545, 0.1717], [-2.0061, 5.6617, -0.1160], [-2.6735, 4.7149, 1.1775], [-1.5954, 3.4628, -0.9269], [-2.9317, 3.9244, -1.7647], [3.4217, -3.4419, -0.0017], [4.1451, -4.2693, 1.0758], [3.4302, -3.8318, 2.3241], [3.8535, -4.3478, 3.5008], [4.8457, -5.1307, 3.6324], [2.9900, -3.9098, 4.7126], [2.1582, -2.9126, 4.4577], [2.1866, -4.9650, 5.0243], [3.8304, -3.6847, 5.6973], [4.1588, -3.4267, -0.8044], [3.2761, -2.4125, 0.3259], [2.4503, -3.7498, -0.3886], [5.2044, -4.0137, 1.0495], [4.2498, -5.3435, 0.9236], [-3.4274, -2.7966, 8.1085], [-2.6630, -2.6886, 6.7446], [-2.0164, -1.3828, 6.6370], [-2.7242, -0.3289, 6.2677], [-3.9344, -0.3500, 5.9724], [-1.9724, 1.0411, 6.1279], [-2.2946, 1.7377, 5.0309], [-2.2776, 1.8620, 7.1547], [-0.6488, 0.8330, 6.0194], [-4.3446, -2.2153, 8.0143], [-2.9267, -2.5065, 9.0322], [-3.8529, -3.8000, 8.1199], [-3.1809, -2.9874, 5.8332], [-1.8723, -3.4376, 6.7869], [-0.4142, -1.1348, -5.3648], [-0.1945, 0.1437, -6.2136], [-0.3377, 1.4147, -5.4565], [0.3658, 2.5874, -6.0861], [0.1547, 2.9051, -7.5943], [-1.8238, 1.7146, -5.2981], [-1.9511, 2.3182, -3.8771], [-1.3520, -1.1676, -4.8102], [0.4345, -1.3459, -4.7143], [-0.3350, -1.9524, -6.0812], [0.8390, 0.1115, -6.5583], [-0.8510, 0.2283, -7.0796], [0.1622, 3.4202, -5.4130], [1.4299, 2.4130, -5.9265], [0.3943, 1.9666, -8.0942], [-0.8951, 3.1068, -7.8074], [0.8296, 3.6534, -8.0100], [-2.5729, 0.9292, -5.3979], [-2.1815, 2.4329, -6.0358], [-1.6779, 1.4482, -3.2801], [-2.9851, 2.6261, -3.7213], [-1.2785, 3.1503, -3.6690], [5.5173, -1.4393, -2.1057], [4.3445, -0.4978, -2.5074], [4.0666, -0.7162, -3.9074], [3.4434, -2.0446, -4.0797], [3.7671, -2.7150, -5.4331], [3.2974, 0.3218, -4.4865], [4.0981, 1.7197, -4.6476], [5.7453, -1.3632, -1.0425], [6.4270, -1.1520, -2.6330], [5.3241, -2.4974, -2.2827], [3.4598, -0.7515, -1.9235], [4.5709, 0.5360, -2.2465], [3.7715, -2.8167, -3.3838], [2.3592, -2.0256, -3.9687], [3.1568, -3.6137, -5.5222], [3.5798, -1.9831, -6.2188], [4.7956, -3.0441, -5.5812], [2.3264, 0.5151, -4.0306], [3.1107, 0.0830, -5.5335], [3.6308, 2.6354, -5.0098], [4.9696, 1.5951, -5.2903], [4.4733, 1.9723, -3.6559], [-1.7475, -2.9911, -1.7860], [-1.3437, -4.1277, -2.6874], [-2.0821, -4.4631, -3.9589], [-0.2622, -4.7239, -2.5054], [-1.7994, -2.0875, -2.3935], [-1.0985, -2.9329, -0.9122], [-2.7816, -3.2136, -1.5232], [-1.6211, -5.3332, -4.4261], [-2.0346, -3.6609, -4.6953], [-3.1567, -4.6245, -3.8727], [4.5346, 1.2561, 3.6569], [5.0313, -0.1316, 3.5624], [6.1370, -0.5280, 4.5695], [4.5633, -0.9173, 2.7889], [4.8914, 1.7256, 2.7402], [5.0904, 1.7414, 4.4591], [3.4546, 1.2965, 3.7989], [6.6400, -1.3825, 4.1167], [5.7330, -0.7448, 5.5584], [6.8678, 0.2702, 4.6989], [1.8741, 0.2704, 1.4287], [0.6812, 0.9608, 0.9077], [-0.5785, 1.1726, 1.7345], [0.7211, 1.4318, -0.2130], [1.9127, 0.4033, 2.5099], [2.7562, 0.6441, 0.9087], [1.6930, -0.7932, 1.2734], [-1.0831, 2.0703, 1.3772], [-0.2517, 1.2916, 2.7676], [-1.2220, 0.2935, 1.7004]], "forces_ev_per_angstrom": [[0.355, 1.253, 1.536], [-0.125, -3.281, -2.341], [-1.349, 2.320, 2.091], [0.756, -1.454, 1.739], [-0.513, 0.977, -2.796], [-1.403, -1.038, -0.367], [0.372, 0.462, 0.514], [0.805, 0.166, -0.010], [0.106, 0.424, -0.025], [0.703, 0.089, -0.525], [0.160, -0.006, 0.382], [-0.146, 0.025, -0.439], [0.642, -0.371, 0.222], [-0.373, 0.455, 0.174], [-1.211, 0.934, -0.612], [1.387, -3.685, -0.469], [1.315, 3.734, 0.662], [2.321, -2.813, -0.336], [-3.069, 2.303, 0.579], [1.252, 0.215, -0.200], [-0.581, -0.013, -0.458], [-1.644, -0.272, 0.207], [0.448, -0.437, 0.142], [0.153, -0.361, 0.480], [-0.647, 0.064, 0.749], [-0.463, -0.111, -0.203], [0.354, 0.602, 0.016], [0.498, -0.228, -0.644], [0.424, -0.528, -1.027], [-0.001, -0.713, -0.238], [1.048, 0.826, 3.868], [1.085, -1.040, -2.103], [-0.737, 0.464, 0.359], [-1.576, -1.812, 0.776], [0.274, 0.489, -0.572], [-0.399, 1.528, -0.339], [0.632, -0.276, -0.186], [-0.768, 0.561, -0.526], [0.139, -0.019, -0.373], [0.086, -0.163, -0.185], [0.074, 0.827, 0.326], [-0.471, -0.099, 0.161], [-0.231, -1.225, 1.083], [1.548, 2.790, -1.270], [0.647, -1.203, 1.224], [-2.707, 1.972, -0.993], [1.350, -1.802, 1.136], [0.578, -1.726, 0.319], [1.252, 0.082, -0.504], [-0.587, 1.393, 1.157], [-1.298, 0.832, -1.614], [-0.129, -0.184, -0.841], [-0.102, -0.123, -0.334], [0.402, -0.277, 0.125], [0.240, 0.085, 0.601], [-1.035, -0.602, 0.025], [0.870, -0.323, -0.169], [-0.865, 1.248, 0.013], [1.167, -1.671, 0.955], [3.507, -2.231, -1.654], [-4.091, 3.130, -0.348], [-0.252, -1.708, -1.263], [0.518, 0.595, 0.286], [0.514, 0.244, 0.222], [-0.361, 0.646, 0.733], [-0.421, 0.168, -0.413], [0.362, -0.024, 0.234], [0.125, -0.618, 0.228], [-0.087, 0.781, 0.799], [-1.144, -0.198, 0.378], [-1.342, 0.140, -2.059], [0.408, -0.416, 1.811], [0.487, 0.586, -0.307], [-3.960, -0.460, -1.327], [3.244, 0.155, 0.895], [0.449, 0.181, -0.255], [-0.525, -0.728, -0.005], [0.524, -0.796, -0.039], [-0.131, 0.116, 0.736], [0.090, 0.460, 0.176], [0.418, -0.258, -0.431], [0.470, -0.305, 0.466], [-0.661, 0.725, 0.239], [0.577, 0.567, -0.021], [0.511, 0.373, -0.986], [0.432, 0.783, 0.961], [-1.560, -0.312, -1.139], [0.137, -0.382, 0.496], [-0.330, -1.290, 0.864], [1.231, 1.860, 0.899], [-0.463, -1.000, -0.919], [0.018, 0.028, -0.106], [-0.142, 0.523, 0.350], [-0.553, -0.279, -0.030], [0.063, -0.070, -0.250], [-0.089, -0.646, -0.262], [-0.284, 0.265, -0.261], [0.149, -0.232, -0.089], [-0.002, 0.029, -0.372], [0.107, 0.333, -0.131], [-0.190, 0.188, 0.349], [0.771, -0.789, 0.086], [0.294, 0.288, -0.322], [-0.120, 0.410, 0.737], [-0.035, -0.010, 0.339], [0.048, -0.108, -0.203], [-0.019, 0.808, 0.493], [0.820, -1.396, 0.678], [0.390, -0.864, 0.368], [0.610, -0.807, -1.121], [-0.193, 0.699, 0.032], [0.196, 2.720, -2.177], [0.327, -1.287, 1.089], [-0.097, 0.139, 0.160], [-0.077, -0.035, -0.172], [-0.049, 0.219, -0.234], [-0.338, -0.076, 0.396], [0.222, -0.043, -0.354], [0.154, 0.710, 0.602], [-0.285, 0.347, 0.062], [-0.248, 0.161, -0.302], [-0.292, -0.332, -0.346], [0.178, 0.228, 0.498], [-0.287, -0.034, 0.412], [-0.353, -0.444, -0.022], [-0.870, -0.472, -0.074], [0.043, -0.344, 0.051], [0.212, 0.186, -0.017], [-0.687, -0.922, -0.604], [3.245, -0.803, -0.308], [-0.566, -0.073, -0.372], [-2.129, 0.982, 0.103], [0.236, 0.209, 0.173], [-0.130, 0.132, -0.291], [-0.140, 0.261, 0.468], [-0.033, 0.013, 0.224], [0.331, 0.352, 0.156], [-0.048, -0.135, 0.440], [0.796, 0.521, 0.291], [0.475, -0.326, 1.699], [-0.006, -0.010, -1.218], [-0.113, -0.857, -0.690], [-0.540, 0.325, -0.207], [-0.464, 0.275, 0.147], [0.263, 0.148, -0.205], [0.004, -0.201, 0.458], [-0.182, -0.165, -0.122], [-0.062, 0.117, -0.068], [-0.330, -0.283, 0.835], [-0.973, 1.156, -0.999], [0.985, -0.237, 0.302], [-0.062, 0.035, -0.318], [0.377, -0.038, -0.049], [0.011, -0.342, 0.165], [0.393, -0.217, -0.113], [-0.071, -0.276, 0.034], [-0.311, 0.115, 0.189], [-0.042, 0.183, -0.156]], "mulliken_charge": [-1.38, 0.21, -0.07, -0.06, -0.62, 1.04, -0.12, -0.30, -0.12, 0.29, 0.36, 0.40, 0.15, 0.15, -1.35, 0.12, -0.29, 0.33, -0.45, 0.82, -0.24, -0.21, -0.24, 0.38, 0.33, 0.35, 0.32, 0.15, -0.41, -0.26, -0.05, 0.45, -0.60, 0.76, -0.26, -0.25, -0.17, 0.14, 0.34, -0.27, 0.66, 0.01, -1.38, -0.06, 0.02, 0.37, -0.61, 0.71, -0.22, -0.23, -0.12, 0.33, 0.41, 0.34, 0.18, 0.30, -0.01, -0.92, 0.08, 0.21, -0.62, 0.93, -0.13, -0.26, -0.25, 0.05, -0.19, 0.22, 0.41, 0.54, -1.25, -0.02, -0.27, 0.47, -0.59, 0.83, -0.22, -0.26, -0.24, 0.35, 0.31, 0.40, 0.25, 0.26, -0.67, -1.07, 0.79, -0.32, -1.27, -1.19, -0.55, 0.17, -0.12, 0.45, 0.56, 0.47, 0.31, -0.06, 0.28, 0.30, 0.43, 0.48, 0.36, 0.18, 0.42, 0.09, -1.62, 0.12, 0.26, 0.39, -1.54, -0.19, -1.33, 0.33, 0.40, 0.33, 0.09, 0.27, 0.04, 0.01, 0.40, 0.33, 0.35, 0.24, 0.22, 0.39, 0.34, 0.16, -0.38, 0.78, -1.20, -0.58, 0.05, 0.05, 0.39, 0.32, 0.20, 0.38, -0.57, 0.58, -1.46, -0.34, 0.15, 0.43, 0.11, 0.33, 0.30, 0.45, -0.52, 0.64, -0.01, -0.58, 0.05, 0.38, 0.05, -0.09, 0.38, -0.45]}